1.
This record from the Open Molecules 2025 dataset describes an isolated molecule of C19H19N3O4S. The level of theory is the ωB97M-V functional and the def2-TZVPD basis.

Each line ends with the Mulliken charge.
Geometry (Å):
1 C -1.77250 -2.36283 -2.11094  -0.803
2 O -1.73061 -2.49829 -0.70785  -0.486
3 C -0.84809 -1.74370 -0.01184  0.284
4 C -0.84959 -1.91750 1.37502  -0.635
5 C 0.01341 -1.19878 2.17372  -1.111
6 C 0.89404 -0.28456 1.61735  -0.355
7 C 0.88713 -0.11250 0.24252  -1.161
8 N 1.79566 0.78850 -0.35303  1.097
9 C 1.87926 2.14847 -0.25927  0.881
10 C 0.88671 3.02201 0.43133  -0.761
11 O -0.30382 3.11784 -0.32683  -0.516
12 C -1.29842 2.18668 -0.16055  0.471
13 C -1.67083 1.63441 1.05933  -0.217
14 C -2.72216 0.73909 1.11964  -0.600
15 C -3.43543 0.37938 -0.01556  0.781
16 C -4.54178 -0.62708 0.06243  -1.623
17 C -3.07472 0.96011 -1.22511  -0.548
18 C -2.01941 1.84715 -1.30248  -0.674
19 N 2.91228 2.57650 -0.93425  -0.638
20 N 3.54012 1.52659 -1.46554  -0.564
21 C 2.87704 0.45937 -1.12719  0.087
22 S 3.29929 -1.19329 -1.52039  -0.227
23 C 3.92345 -1.70550 0.13575  -0.375
24 C 4.62413 -0.51676 0.74202  0.420
25 O 4.11594 0.22595 1.54046  -0.520
26 O 5.85255 -0.36661 0.26842  -0.461
27 C 0.03618 -0.83643 -0.58189  0.777
28 H -0.81967 -2.64631 -2.56804  0.384
29 H -2.03124 -1.34056 -2.40138  0.258
30 H -2.55088 -3.04497 -2.44851  0.255
31 H -1.54006 -2.62904 1.79834  0.500
32 H 0.00678 -1.34968 3.24224  0.404
33 H 1.59567 0.26575 2.22478  0.522
34 H 0.70332 2.66140 1.44820  0.174
35 H 1.30268 4.03135 0.46750  0.386
36 H -1.15662 1.90020 1.97064  0.418
37 H -2.99592 0.31615 2.07522  0.427
38 H -4.12607 -1.63375 0.00588  0.255
39 H -5.24252 -0.50083 -0.75934  0.405
40 H -5.08001 -0.53826 1.00329  0.396
41 H -3.62821 0.71569 -2.12131  0.408
42 H -1.73868 2.30009 -2.24087  0.469
43 H 4.61590 -2.52216 -0.05207  0.526
44 H 3.08261 -2.02083 0.75282  0.165
45 H 6.25523 0.45857 0.58358  0.378
46 H 0.07788 -0.67103 -1.64624  0.744

Atoms 1-2, force components in eV/Å:
-0.014 0.029 -0.236
-0.041 -0.061 0.283

Highest occupied orbital energy: -8.385 eV
SMILES: COc1cccc(-n2c(COc3ccc(C)cc3)nnc2SCC(=O)O)c1
Calculated total energy: -1598.8388 Eh
Frontier orbital gap: 8.89 eV
Lowest unoccupied orbital energy: 0.0185 Ha
F_max: 0.024 Eh/bohr
Energy above the lowest of the compared OMol25 structures with the same formula, charge and spin: 41.20 kcal per mole

2.
This record from the Open Molecules 2025 dataset describes a 7-piece molecular cluster, C70H150F3N6O2 overall. The level of theory is the ωB97M-V functional and the def2-TZVPD basis.

Each line ends with the Mulliken charge.
Geometry (Å):
1 C -0.34919 6.79666 2.85911  -1.298
2 C 0.65143 6.14137 1.91811  -1.004
3 C 0.00518 5.14846 1.03194  0.678
4 C -1.06897 5.76851 0.10070  -0.760
5 N -2.07570 4.65699 -0.37919  0.469
6 C -2.80977 3.88148 0.71566  -0.077
7 C -4.04893 3.28276 -0.00726  -0.462
8 C -4.50156 4.31194 -0.98861  -1.003
9 C -3.25156 5.35005 -1.02617  -0.541
10 C -1.46053 3.66208 -1.46820  -0.643
11 C -0.59733 4.37335 -2.53531  -0.284
12 C -0.24433 3.49913 -3.71260  -1.356
13 H -1.18663 6.10878 2.97582  0.196
14 H -0.79696 7.64953 2.34899  0.426
15 H 0.05085 7.19602 3.79109  0.355
16 H 1.51855 5.68347 2.39407  0.510
17 H 1.05890 7.03770 1.45051  0.437
18 H -0.29855 4.28394 1.62224  -0.269
19 H 0.89180 4.75403 0.53553  0.074
20 H -0.60956 6.23875 -0.76873  0.420
21 H -1.75565 6.47513 0.56681  0.548
22 H -2.07019 3.30330 1.26959  -0.502
23 H -2.99816 4.66196 1.45285  0.452
24 H -3.79800 2.30801 -0.42558  0.365
25 H -4.92479 3.16826 0.63138  0.314
26 H -4.77390 3.89262 -1.95717  0.281
27 H -5.39224 4.73094 -0.52041  0.425
28 H -2.92248 5.47623 -2.05761  0.274
29 H -3.50710 6.26583 -0.49311  0.560
30 H -2.22480 3.07126 -1.97311  0.464
31 H -0.90023 2.96744 -0.84239  0.294
32 H 0.36555 4.73276 -2.17229  0.324
33 H -1.08290 5.24355 -2.97700  0.322
34 H -1.03260 3.40938 -4.46005  0.393
35 H -0.05732 2.49743 -3.32568  0.014
36 H 0.70264 3.84203 -4.12946  0.518
37 C -1.52934 -2.53435 -4.62303  -1.144
38 C -0.62576 -1.37750 -5.09970  0.711
39 C -1.07088 -0.90963 -6.50614  -0.807
40 C -0.13206 0.25024 -6.99609  -1.078
41 N -0.64427 0.99453 -8.26128  0.360
42 C 0.19971 2.32362 -8.49201  -0.398
43 C -0.78083 3.41892 -8.85235  -0.745
44 C -2.13472 2.78480 -8.85124  -0.599
45 C -2.01203 1.67307 -7.89287  -0.645
46 C -0.82561 0.13375 -9.57515  -0.779
47 C 0.34438 -0.84214 -9.73821  -0.226
48 C 0.70580 -1.10397 -11.21823  -1.397
49 H -2.57125 -2.41438 -4.91989  0.457
50 H -1.43900 -2.46611 -3.53893  0.025
51 H -1.04343 -3.50876 -4.67312  0.358
52 H 0.39118 -1.71104 -5.30634  -0.022
53 H -0.64769 -0.57585 -4.36148  -0.072
54 H -2.12165 -0.62007 -6.51793  0.557
55 H -0.90986 -1.75735 -7.17213  0.160
56 H 0.82948 -0.23280 -7.16990  0.488
57 H -0.01824 0.98553 -6.19954  0.388
58 H 0.93909 2.12405 -9.26763  0.383
59 H 0.73612 2.47066 -7.55460  0.331
60 H -0.49077 3.78805 -9.83608  0.350
61 H -0.63670 4.31084 -8.24259  0.304
62 H -2.16878 2.46779 -9.89357  0.286
63 H -2.98731 3.41772 -8.60503  0.449
64 H -2.82715 0.94985 -7.91813  0.432
65 H -1.87634 2.12378 -6.90974  0.350
66 H -0.95375 0.83510 -10.39964  0.561
67 H -1.80533 -0.33516 -9.48363  0.340
68 H 0.24718 -1.83955 -9.30946  0.269
69 H 1.22842 -0.42785 -9.25351  0.358
70 H -0.14070 -0.90329 -11.87494  0.370
71 H 1.08695 -2.11707 -11.34649  0.378
72 H 1.56762 -0.56346 -11.60965  0.345
73 C 2.35807 -3.76267 1.71405  -0.249
74 C 3.42859 -4.00873 2.75531  -1.143
75 C 3.75558 -2.72229 3.55203  0.852
76 C 5.10726 -2.62186 4.34524  -1.337
77 N 5.52276 -1.17734 4.78775  0.730
78 C 6.75975 -1.42878 5.72072  -0.728
79 C 7.70645 -0.20856 5.48793  -0.646
80 C 7.52039 -0.05255 3.96174  -0.646
81 C 6.03417 -0.34590 3.57646  -0.418
82 C 4.29984 -0.53335 5.53873  -0.372
83 C 4.67498 0.71411 6.39175  -0.570
84 C 3.46090 1.09429 7.35796  -0.776
85 H 1.36458 -3.50609 2.08182  0.161
86 H 2.18589 -4.67096 1.13660  0.561
87 H 2.58650 -2.98653 0.98361  -0.409
88 H 4.34090 -4.46233 2.36796  0.495
89 H 3.01821 -4.74440 3.44703  0.332
90 H 3.04897 -2.47040 4.34282  0.234
91 H 3.75687 -1.92186 2.81216  -0.328
92 H 5.94950 -3.10148 3.84653  0.383
93 H 5.01475 -3.12309 5.30872  0.514
94 H 6.45656 -1.81472 6.69398  0.295
95 H 7.18843 -2.32060 5.26357  0.524
96 H 7.45567 0.72056 5.99975  0.226
97 H 8.75680 -0.45615 5.64139  0.463
98 H 7.89917 0.90830 3.61333  0.375
99 H 8.14557 -0.83710 3.53543  0.357
100 H 5.41714 0.53726 3.41093  0.260
101 H 5.87673 -0.85459 2.62538  0.312
102 H 4.07101 -1.31843 6.25943  0.451
103 H 3.38496 -0.29881 4.99460  -0.138
104 H 4.89078 1.59002 5.77994  0.526
105 H 5.52752 0.74430 7.07026  0.247
106 H 2.71657 0.29962 7.40882  0.176
107 H 2.86566 1.99061 7.18357  -0.041
108 H 3.80455 1.16400 8.39001  0.407
109 C 1.67587 4.85832 6.08655  -0.725
110 C 0.20549 4.65389 6.58955  -0.607
111 C -0.54225 3.62898 5.65802  0.706
112 C -1.76125 3.05997 6.32349  -1.318
113 N -2.43155 1.98269 5.42447  0.389
114 C -2.96373 2.48282 4.06345  -0.201
115 C -4.26027 1.70745 3.68313  -0.107
116 C -4.77819 1.09803 5.01440  -0.659
117 C -3.79596 1.66205 6.06219  -0.886
118 C -1.69171 0.63541 5.27368  -0.108
119 C -1.00620 -0.00387 6.57922  -0.755
120 C 0.16387 -0.90390 6.24356  -1.169
121 H 2.13600 3.87068 6.05601  0.021
122 H 2.26139 5.51753 6.72741  0.440
123 H 1.66890 5.24654 5.06806  0.050
124 H -0.31895 5.60558 6.50389  0.368
125 H 0.16835 4.33685 7.63176  0.461
126 H 0.14924 2.84088 5.35993  0.188
127 H -0.80310 4.15867 4.74178  -0.429
128 H -2.56272 3.79861 6.31081  0.443
129 H -1.55188 2.70891 7.33394  0.505
130 H -2.22144 2.41457 3.26819  -0.160
131 H -3.20119 3.54432 4.13361  0.429
132 H -4.02584 0.87051 3.02534  -0.231
133 H -4.91628 2.40787 3.16624  0.666
134 H -4.74337 0.01063 5.08099  -0.026
135 H -5.75667 1.50893 5.26309  0.593
136 H -3.65393 1.02050 6.93186  0.612
137 H -4.21257 2.58854 6.45735  0.485
138 H -0.99839 0.95940 4.49752  0.238
139 H -2.33826 -0.03608 4.70872  0.290
140 H -1.73953 -0.48953 7.22300  0.444
141 H -0.65275 0.76447 7.26684  0.316
142 H 0.97016 -0.43565 5.67900  0.062
143 H -0.15692 -1.62638 5.49308  0.137
144 H 0.71229 -1.37535 7.05908  0.643
145 C -2.17715 -3.01177 3.07569  -0.934
146 C -3.54481 -2.35545 3.28507  1.031
147 C -4.62980 -3.12264 2.64023  -0.969
148 C -5.83457 -2.30539 2.03011  -0.879
149 N -6.72333 -3.08912 1.02386  0.335
150 C -7.48415 -4.26287 1.61586  -0.630
151 C -8.57303 -3.60614 2.48608  -0.601
152 C -9.00517 -2.33658 1.74054  -0.676
153 C -7.91919 -2.19596 0.60047  -0.556
154 C -5.97414 -3.43567 -0.30466  -1.102
155 C -4.97251 -2.39272 -0.80255  0.341
156 C -4.65980 -2.56021 -2.34531  -1.582
157 H -1.39970 -2.50532 3.64769  -0.260
158 H -1.85889 -2.98140 2.03363  0.161
159 H -2.10083 -4.07331 3.31108  0.522
160 H -3.56048 -1.32944 2.91745  -0.677
161 H -3.84945 -2.24201 4.32546  0.388
162 H -5.01956 -3.98539 3.18046  0.417
163 H -4.12825 -3.62202 1.81127  0.389
164 H -5.40351 -1.44536 1.51761  0.241
165 H -6.45304 -1.89855 2.83016  0.556
166 H -7.79521 -4.85812 0.75736  0.482
167 H -6.75765 -4.80962 2.21698  0.398
168 H -9.42084 -4.24183 2.74145  0.483
169 H -8.14610 -3.35544 3.45715  0.253
170 H -9.95036 -2.60643 1.26948  0.344
171 H -9.15915 -1.44833 2.35323  0.326
172 H -8.40987 -2.65435 -0.25813  0.390
173 H -7.44366 -1.22922 0.43495  0.449
174 H -6.60095 -3.73878 -1.14331  0.553
175 H -5.38991 -4.28669 0.04540  0.561
176 H -4.07752 -2.44427 -0.18252  -0.124
177 H -5.39252 -1.39301 -0.69177  0.242
178 H -4.02591 -3.41740 -2.57229  0.435
179 H -4.04336 -1.73871 -2.71033  0.310
180 H -5.53817 -2.65174 -2.98420  0.489
181 C 7.63860 -1.67971 -6.16292  -1.334
182 C 6.33008 -2.50752 -5.86304  -0.507
183 C 6.01212 -2.57192 -4.35028  -0.275
184 C 4.74094 -3.38774 -4.16040  -0.926
185 N 4.17470 -3.39725 -2.73414  0.752
186 C 5.15428 -4.04825 -1.72686  -0.413
187 C 4.70449 -5.44540 -1.42675  -0.368
188 C 3.52871 -5.76732 -2.35497  -0.765
189 C 2.95558 -4.38038 -2.62049  -0.674
190 C 3.70191 -1.94733 -2.25172  -0.490
191 C 2.62209 -1.35387 -3.22738  -0.400
192 C 2.08980 0.08582 -2.83603  -0.440
193 H 8.50808 -1.84221 -5.52599  0.344
194 H 7.47368 -0.60749 -6.05694  0.335
195 H 8.14479 -1.85726 -7.11179  0.382
196 H 6.44788 -3.47255 -6.35592  0.382
197 H 5.47087 -2.00000 -6.30154  0.294
198 H 6.04265 -1.54682 -3.98105  0.313
199 H 6.84082 -3.05330 -3.83103  0.428
200 H 4.75547 -4.40138 -4.56093  0.425
201 H 3.87714 -2.92342 -4.63617  0.121
202 H 5.21125 -3.41705 -0.84005  0.410
203 H 6.07894 -4.08600 -2.30277  0.129
204 H 4.28275 -5.44143 -0.42166  -0.076
205 H 5.49211 -6.19629 -1.36419  0.486
206 H 2.70140 -6.37896 -1.99505  0.507
207 H 3.90295 -6.21920 -3.27358  0.331
208 H 2.46822 -4.00654 -1.72003  0.372
209 H 2.25210 -4.32634 -3.45132  0.271
210 H 4.54306 -1.25479 -2.22090  0.521
211 H 3.22747 -1.94605 -1.27040  0.006
212 H 1.82127 -2.06807 -3.41898  0.187
213 H 2.98770 -1.23212 -4.24699  0.357
214 H 2.80558 0.86984 -3.08310  0.696
215 H 1.81427 0.13685 -1.78266  -0.242
216 H 1.23010 0.24046 -3.48803  -0.340
217 C 0.85976 1.15338 1.33005  -0.863
218 O 0.11455 0.64214 0.18675  0.847
219 O 0.02573 1.81007 2.25727  -0.510
220 C 2.09772 0.14967 1.89621  0.155
221 F 2.98495 0.92837 2.50060  -0.219
222 F 1.75483 -0.73324 2.83254  0.042
223 F 2.64865 -0.55243 0.90973  -0.075
224 C -0.53312 -0.65393 0.40966  0.439
225 C -0.98527 -1.19762 -0.93006  -0.672
226 H -1.36121 -2.16831 -0.60676  0.541
227 H -1.78482 -0.59964 -1.36737  0.316
228 H -0.23584 -1.46742 -1.67415  -0.458
229 H -1.44041 -0.60584 1.01183  -0.166
230 H 0.20133 -1.37909 0.76013  -0.579
231 H 1.27679 1.96628 0.73560  0.105

Atoms 1-2, force components in eV/Å:
-0.540 0.025 -0.088
0.341 2.028 1.406

Highest occupied orbital energy: -16.025 eV
Calculated total energy: -3533.8837 Eh
Frontier orbital gap: 7.63 eV
Lowest unoccupied orbital energy: -0.3087 Ha
Charge: +5
F_max: 0.077 Eh/bohr
Energy above the lowest of the compared OMol25 structures with the same formula, charge and spin: 56.84 kcal per mole

3.
This record from the Open Molecules 2025 dataset describes an isolated molecule of C2H3NS. The level of theory is the ωB97M-V functional and the def2-TZVPD basis.

Each line ends with the Mulliken charge.
Geometry (Å):
1 C 1.15981 -0.41547 0.05629  -0.781
2 C -0.15730 -0.31502 -0.11884  0.562
3 N -1.27380 0.18672 -0.01590  -0.370
4 S -3.12475 -0.09106 0.06335  -0.068
5 H 1.82874 -0.09153 -0.72460  0.258
6 H 1.47590 -0.92794 1.04500  0.204
7 H -3.30694 1.16180 -0.54956  0.194

Atoms 1-2, force components in eV/Å:
-0.503 -1.350 1.333
-1.485 1.116 0.719

Highest occupied orbital energy: -8.175 eV
SMILES: C=C=NS
Calculated total energy: -530.8352 Eh
Frontier orbital gap: 8.08 eV
Lowest unoccupied orbital energy: -0.0036 Ha
F_max: 0.065 Eh/bohr
Energy above the lowest of the compared OMol25 structures with the same formula, charge and spin: 62.44 kcal per mole